The following is a quantum chemistry calculation of a structure of composition C41H40N12O2Sr, from OMol25.

Geometry as ORCA input:
```
! wB97M-V def2-TZVPD RIJCOSX def2/J DEFGRID3
* xyz 2 1
O -2.450 1.794 7.534
C 4.189 -4.141 -6.624
C 3.996 1.956 -2.287
H -3.080 2.574 -2.905
N -0.590 3.451 0.946
C -2.273 0.973 4.143
N 4.490 2.998 -1.647
N 1.349 -0.628 -1.957
H -2.638 3.399 1.291
H -5.326 -2.618 0.274
H -0.684 4.021 0.112
H -3.204 1.973 -1.242
H 4.380 4.127 0.084
C 2.609 -0.253 3.948
C -0.615 -2.771 0.324
N -0.860 -4.618 -1.183
N 2.393 1.508 -0.609
C -0.426 0.922 5.749
H -3.903 4.863 2.932
C 3.959 3.291 -0.459
C -2.515 2.377 -1.984
H -2.126 3.333 -1.626
O -2.998 3.072 5.886
H -5.144 0.811 2.349
C 2.954 1.165 -1.774
C -1.726 3.651 1.838
H -0.976 5.323 3.019
N -0.910 -1.881 -0.781
N -1.405 1.455 -2.215
C -4.092 0.787 2.597
H -0.046 1.114 6.745
H 3.715 -0.397 -6.297
H 4.433 1.739 -3.252
C 0.446 0.411 4.732
H -2.931 -3.067 0.475
Sr -0.046 0.463 -0.134
H -6.137 -0.895 -1.335
H -3.120 5.959 3.877
C -0.234 -2.438 -1.947
H 2.472 2.800 1.007
C 3.843 -1.471 -6.347
N -2.446 2.078 6.373
H -1.001 -0.407 -3.071
C -0.009 0.331 3.408
C -1.880 0.169 -2.793
C -1.861 5.047 2.447
C -0.466 2.071 -3.164
C 4.474 -2.041 -7.442
C -0.546 -3.814 -2.162
C -4.626 -2.041 -0.316
C -0.650 -4.089 0.074
N -3.022 5.053 3.414
H 1.190 -3.262 -4.072
H 4.851 -1.416 -8.243
H 2.163 0.119 6.009
H -0.455 -2.344 1.309
H -0.058 2.991 -2.741
H -1.641 2.942 2.661
C -3.269 -2.298 -0.202
C -1.688 1.252 5.424
N 0.822 0.067 2.379
C -1.418 0.541 3.122
C -2.325 -1.612 -0.968
C -5.079 -1.084 -1.210
C 3.139 -0.553 -3.552
N 4.650 -3.351 -7.588
H -4.351 1.346 4.639
H 2.724 -0.421 1.797
H 4.350 -5.204 -6.758
C -3.651 1.072 3.860
C 2.908 2.556 0.044
C 2.084 -0.217 2.649
H 3.644 -0.519 4.103
H 0.353 1.383 -3.370
N -1.859 0.335 1.861
H -3.469 0.264 0.592
C 0.896 -1.796 -2.494
H -4.498 0.312 -2.715
C 1.791 0.088 4.993
H -2.431 0.380 -3.719
C -3.149 0.451 1.612
H -0.476 -4.809 0.866
C -2.777 -0.631 -1.875
H -0.960 2.319 -4.111
C 3.356 -2.302 -5.344
H -2.056 5.819 1.705
H -0.504 -4.259 -3.154
C 1.566 -2.352 -3.628
H 4.049 -0.106 -3.921
C 2.461 -0.053 -2.475
C 2.661 -1.743 -4.162
H 0.279 3.720 1.396
C -4.151 -0.405 -1.980
H 3.203 -4.365 -4.733
H -2.930 4.336 4.156
C 3.538 -3.671 -5.493
*
```

## Properties
- LUMO (eV) = -6.190
- gap between HOMO and LUMO (eV) = 4.618
- electronic energy (eV) = -65964.575

=====

The following is a quantum chemistry calculation of a cluster of 2 separate species, C2H7NS2 in total at a distorted geometry, from OMol25.

Geometry as ORCA input:
```
! wB97M-V def2-TZVPD RIJCOSX def2/J DEFGRID3
* xyz 0 1
N 0.906 -0.478 -2.128
H -0.152 -0.492 3.245
H -0.816 -1.202 -2.927
C 0.224 -1.399 -2.646
H 1.048 -0.422 1.957
H 0.345 0.364 -2.019
C 0.207 0.105 2.413
H -1.084 2.841 0.881
S -1.135 0.166 1.183
S -0.633 1.838 0.105
H 0.528 1.105 2.677
H 0.562 -2.426 -2.741
*
```

## Properties
- LUMO (eV) = 0.528
- SMILES = C=N.CSS
- gap between HOMO and LUMO (eV) = 9.617
- electronic energy (eV) = -25347.090

=====

The following is a quantum chemistry calculation of a structure of composition C33H51N4OSeSi2Tl at a distorted geometry, from OMol25.

Geometry as ORCA input:
```
! wB97M-V def2-TZVPD RIJCOSX def2/J DEFGRID3
* xyz 0 1
H 4.067 2.354 1.611
C -5.486 0.229 1.851
H -5.640 2.113 -2.152
H 7.315 2.585 -1.786
C -1.385 -3.472 -1.454
H -2.005 -3.101 4.304
H 2.578 4.388 -1.770
C 1.372 -1.080 2.236
H 8.113 3.021 -4.172
H -0.037 -5.117 4.776
H 1.113 0.833 -2.774
H -6.313 -1.330 -0.493
C 7.777 2.054 -3.905
H 3.212 0.028 -3.759
H -3.846 -5.118 0.108
C -4.204 -0.020 1.394
C 7.786 1.026 -4.852
Si -3.498 -0.155 -0.390
C 6.958 0.492 -2.284
H -4.336 -0.674 -3.534
C 1.000 -2.031 6.398
N 3.749 2.277 0.679
C 3.497 3.563 0.041
H 1.880 2.102 -3.669
O -2.343 0.836 -0.661
H 6.393 -1.544 -2.988
N 1.948 2.341 -1.566
H -1.175 -1.360 -1.372
H 4.436 4.229 -0.060
C -3.183 0.003 2.410
C -3.894 -2.968 -0.248
C 0.096 3.238 -0.045
C 1.078 -1.636 3.265
N -0.263 1.997 0.650
C -3.390 -4.273 -0.368
C 7.265 1.824 -2.599
H -0.409 -3.697 -1.794
H -5.059 0.927 -3.616
C -3.063 -1.953 -0.579
C -5.735 1.530 -1.263
H 8.303 1.214 -5.815
H -4.968 1.195 5.036
H 7.413 -1.187 -5.167
C -4.411 0.288 -2.972
C 0.588 2.999 -1.481
H 2.115 -2.231 6.460
H -6.952 -0.925 -2.088
H -1.884 -5.576 -1.172
C -1.844 -2.200 -1.141
H -4.924 -2.868 0.017
C -4.710 0.746 4.102
H 1.627 -4.649 5.283
Se 6.587 -0.193 -0.590
C -1.399 -2.311 4.717
H 0.787 -0.971 6.427
H 3.947 3.220 -2.051
H -1.101 1.566 0.162
C 3.174 0.542 -2.804
Tl 1.903 0.286 0.624
C -5.055 0.132 -1.581
H -6.792 0.613 3.498
H -5.121 2.065 -0.513
H 0.905 3.831 0.493
H 0.523 -2.488 7.221
H -0.768 3.987 -0.148
H 0.566 3.968 -2.072
C 7.336 -0.289 -4.514
H -6.679 1.307 -0.818
H 2.890 4.162 0.698
H 4.134 -0.558 -1.302
C 1.981 1.500 -2.751
C -5.759 0.559 3.180
H -1.675 -1.353 4.202
C -6.002 -1.071 -1.491
H 1.135 -4.641 3.553
H -1.658 -2.306 5.765
H -0.119 2.334 -1.990
Si 0.459 -2.613 4.699
H 2.796 -1.386 -2.004
C 0.809 -4.460 4.547
C -3.440 0.512 3.647
H -6.349 0.276 1.187
C 6.834 -0.520 -3.232
C 3.023 3.441 -1.406
C -2.172 -4.514 -1.005
H -2.157 -0.131 2.070
H -2.654 0.716 4.363
N 3.142 -0.461 -1.693
H 4.564 1.928 0.218
H -0.496 2.190 1.600
H -3.433 0.804 -2.837
H 4.131 1.029 -2.778
H -5.514 -1.971 -1.927
*
```

## Properties
- LUMO (spin up / spin down) (eV) = -3.158 / -3.349
- gap between HOMO and LUMO (spin up / spin down) (eV) = 3.835 / 3.414
- electronic energy (eV) = -128846.074

=====

The following is a quantum chemistry calculation of a cluster of 2 separate species, C25H27F2N2 in total at a distorted geometry, from OMol25.

Geometry as ORCA input:
```
! wB97M-V def2-TZVPD RIJCOSX def2/J DEFGRID3
* xyz 1 1
C -3.463 -0.249 -2.192
H 1.306 1.481 -0.409
H -2.305 4.614 4.638
H 3.189 0.965 -8.206
C -1.804 3.811 2.741
C -3.888 -1.525 -2.462
H 4.054 1.270 -3.651
C 2.901 -0.638 -6.127
C 0.747 1.783 -3.553
H -3.374 0.464 -2.994
C -2.045 3.568 0.363
H -4.670 -4.016 -2.761
C 1.515 1.522 -1.468
C -3.655 -2.105 -0.150
F -2.309 1.966 4.150
H -2.767 -0.675 1.093
C 3.768 1.386 -7.376
H 3.732 -1.238 -6.496
H -1.967 3.990 -0.625
C 3.574 2.907 -7.256
C 2.199 1.695 -5.598
H 4.812 1.101 -7.543
C 2.583 3.108 -6.084
H -4.126 -1.816 -3.470
C -1.727 4.333 1.456
C -2.255 2.502 2.907
H -3.720 -4.565 -1.377
H -1.224 5.637 3.683
C -2.619 1.744 1.817
C -3.130 0.150 -0.881
F -3.810 -2.997 0.858
H 2.660 -0.960 -5.116
C -2.480 2.233 0.504
C -2.761 1.501 -0.675
C 3.060 1.396 -3.256
C -4.476 -3.849 -1.702
H 2.035 -0.790 -6.768
H -2.689 2.081 -1.579
C 2.001 1.609 -4.109
C 2.808 1.348 -1.905
H -5.392 -4.057 -1.147
H -1.421 5.356 1.331
H 3.609 1.179 -1.203
H -0.607 4.174 4.461
H 1.272 1.376 -6.094
H 3.203 3.340 -8.193
N 3.280 0.782 -6.102
C -3.186 -0.840 0.120
C -4.013 -2.466 -1.449
H 3.053 3.648 -5.257
H 1.701 3.693 -6.370
H -3.092 0.804 2.020
N 0.479 1.744 -2.260
H -0.088 1.962 -4.210
C -1.464 4.606 3.943
H 4.535 3.398 -7.052
*
```

## Properties
- LUMO (eV) = -5.641
- gap between HOMO and LUMO (eV) = 4.643
- electronic energy (eV) = -34771.172

=====

The following is a quantum chemistry calculation of the molecule C3H6N2S2 at a distorted geometry, from OMol25.

Geometry as ORCA input:
```
! wB97M-V def2-TZVPD RIJCOSX def2/J DEFGRID3
* xyz 0 1
N 0.921 0.232 0.003
H 0.923 -1.760 -0.779
H -2.506 -1.012 1.267
S 2.703 -0.033 -0.315
S -2.503 0.520 -0.482
C -1.902 -0.760 0.437
N -0.755 -1.407 0.415
H -0.339 1.737 -0.153
C 0.400 1.419 0.712
H 3.192 0.095 1.023
H 1.257 2.199 0.549
C 0.358 -0.989 -0.122
H -0.037 1.136 1.767
*
```

## Properties
- LUMO (eV) = -0.135
- SMILES = CN(S)/C=N\C=S
- gap between HOMO and LUMO (eV) = 7.979
- electronic energy (eV) = -27855.989

=====

These records have relative energy (zero: lowest compared OMol25 entry of this formula, charge and spin) values of 132.67; 92.42; 368.11; 0.87; 299.90 kJ/mol, in the order they appear.